Density functional theory data (wB97M-V/def2-TZVPD) for a cluster of 2 separate species, C18H28ClF12N2O5PS2 in total in a non-equilibrium geometry.

Element x y z (Å)
1 C -5.77789 -0.66065 -4.92145
2 C -4.91087 -0.08869 -3.67098
3 O -4.56134 -1.21532 -2.83122
4 C -3.49022 -0.86609 -1.90187
5 C -3.52577 -1.92972 -0.68504
6 O -3.53851 -1.31424 0.62323
7 C -2.29209 -0.61192 0.89193
8 C -1.02419 -1.61540 1.02352
9 O 0.07454 -1.06853 1.78947
10 C 1.21934 -0.76466 0.99247
11 C 1.44286 0.82431 0.95255
12 N 2.43843 1.45202 0.10642
13 C 2.46787 2.88416 0.16527
14 C 3.38429 3.90945 -0.64517
15 C 2.42180 4.78601 -1.58265
16 C 2.40152 4.30393 -3.13480
17 F 3.73251 4.30519 -3.60133
18 F 1.76655 5.41557 -3.81465
19 C 1.49779 3.03842 -3.43773
20 F 0.64465 3.35900 -4.54412
21 F 0.59130 2.86864 -2.33285
22 S 2.30312 1.40427 -3.79964
23 F 3.54698 1.61019 -2.71569
24 F 1.36562 0.69613 -2.57517
25 F 1.02407 1.03148 -4.84693
26 F 3.16026 1.94871 -5.10783
27 F 2.90300 -0.11808 -4.10381
28 N 1.43411 3.16582 1.15822
29 P 0.92922 4.74532 1.79140
30 S 1.93580 5.26874 3.39874
31 C 0.74371 1.98555 1.68263
32 Cl -0.60990 1.83842 2.86613
33 H -6.54141 0.11025 -5.30223
34 H -5.02086 -0.93781 -5.74528
35 H -6.31735 -1.58792 -4.53051
36 H -5.58411 0.63536 -3.07383
37 H -3.98344 0.48120 -4.04226
38 H -3.66694 0.20537 -1.53842
39 H -2.50611 -0.97127 -2.49989
40 H -4.53412 -2.48632 -0.79269
41 H -2.71393 -2.72068 -0.83628
42 H -2.10700 0.26663 0.18017
43 H -2.42647 -0.14555 1.94167
44 H -1.42241 -2.51889 1.62854
45 H -0.75030 -2.02650 -0.00445
46 H 2.18525 -1.21723 1.44536
47 H 1.17572 -1.12170 -0.09021
48 H 3.01873 0.80906 -0.44717
49 H 3.82574 4.63051 0.14633
50 H 4.27809 3.43746 -1.16830
51 H 1.36790 4.94254 -1.16366
52 H 2.88777 5.84460 -1.62711
53 H -0.43729 4.58748 2.23819
54 H 1.00044 5.73193 0.75688
55 C 0.93001 -2.69381 4.36997
56 C 2.03062 -3.52563 5.00207
57 O 1.56458 -4.70999 5.61339
58 C 1.27313 -5.86437 4.77027
59 O 2.28687 -6.14564 3.97825
60 C -0.09824 -5.74697 4.00642
61 F -1.04078 -5.13409 4.77950
62 F -0.61058 -6.96889 3.71942
63 F -0.05830 -5.06153 2.84087
64 H 0.03323 -2.68129 4.99413
65 H 1.27155 -1.66374 4.21862
66 H 0.65289 -3.08050 3.39020
67 H 2.46359 -2.93226 5.81546
68 H 2.84886 -3.71103 4.29758
69 H 1.02614 -6.61685 5.53994

## Properties
* lowest unoccupied orbital energy: -3.139 eV
* orbital gap: 1.98 eV
* HOMO energy: -0.1880 Eh